*one*
10
Properties=species:S:1:pos:R:3 method="wB97M-V/def2-TZVPD" homo_ev=-8.8
N -0.00604 0.69125 0.18622
C -1.26066 -0.08935 0.00996
C 1.23609 -0.07444 0.01972
H 1.36678 -0.83826 -0.79116
H -0.98013 -0.94672 -0.71046
H 2.13228 0.58856 0.08695
H 1.27428 -0.70202 0.92059
H -1.58818 -0.62132 1.01467
H -0.05739 1.44369 -0.48164
H -2.11703 0.54861 -0.25485

=====

*two*
10
Properties=species:S:1:pos:R:3 method="wB97M-V/def2-TZVPD" homo_ev=-10.3
N -2.05875 -0.25468 0.82026
C 2.80064 0.05313 -0.45985
C -1.43358 0.28961 -0.13266
H 3.24486 -0.15446 -1.42445
H 3.64090 0.16505 0.22617
H 2.17604 0.93761 -0.44021
H 2.20581 -0.76213 -0.04900
H -2.36922 -1.18834 0.54090
H -1.03474 1.25620 0.01379
H -1.28008 -0.11176 -1.13493

=====

Which of them is the most stable? Correct choice: *one*.

=====

*one*
16
Properties=species:S:1:pos:R:3 method="wB97M-V/def2-TZVPD" homo_ev=-9.4
F -1.23628 -1.07236 -0.95481
O 1.28350 0.03070 0.48985
O -0.57930 1.49888 -0.95568
C -0.83576 -1.20802 0.36842
C 1.76747 -0.23375 -0.74378
C -0.77788 1.27414 0.43380
C -0.03923 0.00258 0.82241
H 1.65971 -1.23992 -1.02180
H -0.24915 -2.12296 0.50906
H -1.84283 1.07887 0.70915
H -1.12593 0.90589 -1.43151
H -1.78025 -1.28929 0.94945
H -0.47142 2.12234 1.06286
H 2.86201 -0.07264 -0.61003
H 1.36660 0.30725 -1.59542
H -0.00124 0.01830 1.96801

=====

*two*
16
Properties=species:S:1:pos:R:3 method="wB97M-V/def2-TZVPD" homo_ev=-10.0
F -0.82120 -0.53318 1.79834
O 1.14298 -0.81598 -0.22850
O -1.11880 -2.44652 -1.99632
C -0.69065 0.38476 0.71035
C 0.69421 0.40420 0.21427
C 1.73422 1.06662 1.14613
C -1.80854 0.84624 0.13420
H 0.99543 -1.68553 0.22469
H -0.77021 -2.62530 -2.90788
H -1.61136 1.36250 -0.79971
H 2.66725 0.70410 0.78625
H -2.75875 0.90643 0.60739
H 1.52182 0.70934 2.21309
H 0.70087 1.06261 -0.77430
H 1.69714 2.16665 1.02186
H -1.57441 -1.50693 -2.14986

=====

Which of them is the most stable? Correct choice: *one*.

=====

*one*
10
Properties=species:S:1:pos:R:3 method="wB97M-V/def2-TZVPD" homo_ev=-8.8
O 0.39336 -1.32324 0.89087
N -2.34269 -0.57332 0.96610
N 1.85067 -0.15420 -0.41145
C 0.61267 -0.39608 0.11885
C -1.55320 0.06339 0.28351
C -0.45129 0.51331 -0.32555
H -2.77285 0.40210 0.27404
H -0.38846 1.33675 -1.02047
H 2.05000 0.75166 -0.80462
H 2.60977 -0.64686 0.03256

=====

*two*
10
Properties=species:S:1:pos:R:3 method="wB97M-V/def2-TZVPD" homo_ev=-9.6
O 3.23407 1.55931 -1.78664
N -0.66735 -1.12651 0.84412
N 2.50001 0.80099 -1.20147
C -1.49216 -0.08736 0.50556
C -2.16732 0.85366 0.17806
C 1.81021 0.05677 -0.64106
H -0.98353 -2.01439 0.46893
H -2.77544 1.68328 -0.10525
H 1.07055 -0.52276 -0.10845
H -0.52904 -1.20299 1.84620

=====

*three*
10
Properties=species:S:1:pos:R:3 method="wB97M-V/def2-TZVPD" homo_ev=-7.9
O 0.90815 0.82071 1.01835
N -1.08614 -0.85092 0.10664
N -0.88709 1.22902 -1.15120
C 0.33451 -1.27660 0.24011
C 1.15777 -0.41242 0.96267
C -0.69117 0.22829 -0.31118
H 0.50870 -2.32599 0.03518
H 2.01661 -0.82120 1.51349
H -0.41111 2.10059 -0.95583
H -1.85024 1.30851 -1.45823

=====

*four*
10
Properties=species:S:1:pos:R:3 method="wB97M-V/def2-TZVPD" homo_ev=-9.4
O 0.30666 0.89329 -0.62607
N 2.14325 -0.08360 0.20673
N -0.27571 -0.85519 0.60797
C -1.48890 -0.45636 0.23095
C 0.88348 -0.05783 0.10472
C -1.11493 0.73715 -0.61532
H 2.59242 -0.80270 0.76011
H -1.54427 1.66266 -0.21853
H -1.44034 0.61098 -1.65307
H -0.06166 -1.64839 1.20250

=====

Which of them is the most stable? Correct choice: *four*.

=====

*one*
16
Properties=species:S:1:pos:R:3 method="wB97M-V/def2-TZVPD" charge=-2 homo_ev=0.6
O 1.41305 -3.01245 1.48634
O -2.54438 2.49594 -0.83364
N -0.80066 0.93001 -0.65786
C 1.39177 -2.06498 0.51652
C 0.05071 -1.28058 0.29973
C 0.31466 0.18545 -0.08919
C -1.39215 2.26871 -0.22677
H -0.66512 3.08335 -0.41997
H -1.42834 2.14183 0.89469
H -0.46357 -1.70139 -0.57949
H 2.15279 -1.25755 0.65118
H -0.67060 -1.26501 1.11542
H 1.65515 -2.41039 -0.51556
H -0.83272 0.95755 -1.65690
H 0.65781 0.71256 0.81110
H 1.16160 0.21694 -0.79563

=====

*two*
16
Properties=species:S:1:pos:R:3 method="wB97M-V/def2-TZVPD" charge=-2 homo_ev=0.8
O 0.42796 -1.51309 2.99436
O 0.50116 0.68694 -2.81461
N -0.47450 1.64514 -0.41187
C 0.30281 0.27183 -0.42904
C 0.53656 -0.54579 2.08423
C -0.37786 -0.57352 0.75256
C 0.17845 -0.24149 -1.93091
H -0.78471 -1.54155 0.37957
H 0.66810 -1.29303 -1.84142
H 1.36799 0.38521 -0.24638
H -1.33058 0.08586 0.85675
H 1.63941 -0.41976 1.66195
H 0.17786 0.48743 2.50964
H -0.41092 1.93257 -1.35641
H -0.95812 -0.63170 -1.81449
H -1.46361 1.26493 -0.39394

=====

Which of them is the most stable? Correct choice: *one*.

=====

*one*
8
Properties=species:S:1:pos:R:3 method="wB97M-V/def2-TZVPD" charge=-1 homo_ev=-2.1
S 0.35542 0.38354 0.98196
O 1.39001 1.84996 -0.74490
O -2.75373 -0.79287 -0.35836
O -2.59592 1.08503 0.96913
N 0.14224 1.51418 -0.11135
C -2.57403 0.11551 0.31909
H 0.23198 -0.75978 0.25739
H 1.77989 1.10740 -1.16175

=====

*two*
8
Properties=species:S:1:pos:R:3 method="wB97M-V/def2-TZVPD" charge=-1 homo_ev=-4.4
S 1.50682 0.06323 0.16034
O 1.64891 -0.29661 -1.59915
O -0.96209 1.85952 0.19871
O 2.06623 -1.00656 0.90943
N -0.38394 -0.34256 0.45585
C -1.17599 0.63947 0.13999
H -0.66972 -1.23710 0.17092
H -2.03023 0.32061 -0.43609

=====

*three*
8
Properties=species:S:1:pos:R:3 method="wB97M-V/def2-TZVPD" charge=-1 homo_ev=-3.5
S 0.94788 -0.45657 2.09636
O -1.09476 -0.13842 -1.94767
O -1.39137 -0.54956 0.20874
O 0.60691 0.08620 -0.68387
N 1.61514 -0.00887 0.86732
C -0.63016 -0.21345 -0.66888
H -0.58828 0.42888 -2.48775
H 0.53465 0.85179 2.61575

=====

Which of them is the most stable? Correct choice: *two*.

=====

*one*
8
Properties=species:S:1:pos:R:3 method="wB97M-V/def2-TZVPD" charge=-1 homo_ev=-2.6
S 2.01166 1.12467 -0.40235
O 5.29773 -1.05023 -0.15060
O 0.88866 1.06718 0.63100
O -1.09302 -0.49759 -0.06659
N 3.24582 0.06674 0.16213
C 4.27039 -0.47292 -0.07968
H -1.37494 0.01908 -0.82318
H -0.29620 0.00687 0.27479

=====

*two*
8
Properties=species:S:1:pos:R:3 method="wB97M-V/def2-TZVPD" charge=-1 homo_ev="-2.6 / -5.0"
S -3.23981 -0.01664 0.01467
O -2.60991 1.13036 0.59847
O -4.09415 -0.85403 0.85004
O -3.55336 0.24746 -1.39295
N -0.68007 -1.31314 -0.27525
C 0.19264 -0.46954 -0.03889
H 1.13828 -0.62175 0.61415
H 0.12063 0.55974 -0.43324

=====

Which of them is the most stable? Correct choice: *one*.

=====

*one*
64
Properties=species:S:1:pos:R:3 method="wB97M-V/def2-TZVPD" homo_ev=-8.8
S -0.94737 -1.28877 -1.42335
O -2.03232 -2.10916 -1.87425
O -1.93515 -0.08883 4.59159
O -1.18767 -0.44550 -0.27727
O 0.97969 -1.83594 3.38297
N 0.37438 -2.29882 -1.17551
N 0.44863 -2.91224 1.49035
N -1.28229 0.35005 2.47458
C -0.33636 -0.28628 -2.76048
C 0.71925 1.69724 -3.55662
C -0.42871 -3.71643 0.66088
C 0.16720 -2.48144 2.74925
C -2.24691 -1.80368 2.92733
C 1.70478 -2.52659 0.88569
C 1.44221 -1.70870 -0.38187
C 0.68242 1.20637 -4.85752
C -0.75788 1.67904 2.74041
C 1.59494 1.08195 2.19126
C 0.51947 2.73420 0.81335
C 2.79350 2.05197 0.36051
C -1.96257 2.97729 0.97012
C 2.74399 1.17089 1.42846
C 1.21028 2.02075 -5.99673
C 0.48025 1.86152 1.89834
C 0.21095 0.95498 -2.50493
C 0.12239 -0.04785 -5.08862
C -0.66621 3.58160 0.44441
C -0.38525 -0.79703 -4.04346
C -1.18649 -2.84304 3.32538
C 0.03568 -3.65283 -0.79974
C -1.82133 2.74777 2.46936
C -1.81530 -0.42669 3.43170
C 1.68739 2.82421 0.06196
H 1.72267 3.51405 -0.77085
H -0.43357 -4.76123 1.00222
H 0.39615 2.58131 -6.45656
H -0.77522 -3.97198 -1.45417
H -1.08256 -2.81541 4.41207
H 1.64833 1.38245 -6.76010
H -0.53189 4.57973 0.87632
H -2.39326 -1.77334 1.84682
H -2.15391 2.02584 0.46895
H 2.35133 -1.64926 -0.99098
H -0.49686 1.68930 3.80613
H 2.29382 -3.42070 0.65372
H -3.18991 -2.06586 3.41008
H -1.25413 0.03582 1.51386
H 2.24500 -1.92485 1.61827
H -2.76422 2.41803 2.90746
H -1.52802 3.68013 2.95691
H 1.13834 -0.69651 -0.10701
H -2.79888 3.64777 0.76276
H 0.23027 1.32806 -1.49336
H 1.15020 2.66862 -3.36533
H -1.49627 -3.84350 3.02174
H -0.83016 -1.76613 -4.20186
H 0.08576 -0.43626 -6.09565
H -1.44847 -3.32671 0.70364
H 0.90690 -4.28825 -0.97612
H -0.71054 3.70144 -0.64147
H 1.54471 0.39064 3.01930
H 3.60183 0.56014 1.66880
H 3.68910 2.13502 -0.23837
H 1.95787 2.73160 -5.65477

=====

*two*
64
Properties=species:S:1:pos:R:3 method="wB97M-V/def2-TZVPD" homo_ev=-8.1
S -0.28200 0.24830 -2.67794
O 0.24613 1.56207 -2.44013
O -1.29227 0.06692 -3.67212
O -2.46083 -1.95023 1.62798
O -2.16440 4.63343 0.61147
N -0.88708 -0.28312 -1.24317
N 0.02398 -0.02983 4.37548
N -0.79727 -2.11316 3.10826
C -0.25056 0.97345 3.45678
C 0.55676 2.65965 1.90939
C -1.73067 -1.44968 -1.17883
C 2.11359 0.45679 -7.08238
C 0.55179 -2.30148 3.57970
C -1.09528 4.06208 0.57338
C -1.27407 -2.11430 1.83673
C 1.10672 -0.95916 4.14419
C 1.01478 -1.08835 -5.61349
C 1.31216 -0.65613 -6.89319
C -1.78757 2.40208 2.26136
C -0.27621 -2.36386 0.70498
C -1.55541 1.38810 3.16398
C 2.61430 1.13844 -5.98579
C 0.63654 -1.14982 0.48141
C 1.52274 -0.41541 -4.50900
C -0.18419 0.03290 -0.03214
C 2.31972 0.70667 -4.70562
C -1.00605 -2.67614 -0.61176
C -0.09163 4.31546 -0.51881
C -0.74490 3.03674 1.58616
C -1.04942 -0.69524 5.07809
C 0.79720 1.66819 2.83578
C -1.70734 -1.77546 4.18939
C 1.14527 -0.82780 -3.13407
H -0.27004 -3.04607 -1.33012
H 1.92187 -0.62539 -2.40314
H 1.13610 -0.84841 1.39966
H 1.62184 -1.14711 5.09326
H 0.79435 -1.85347 -3.08357
H -0.45146 5.11801 -1.15744
H 2.34256 0.79570 -8.08175
H -1.74413 -3.46052 -0.44213
H 0.37914 -1.94913 -5.46777
H -0.60465 -1.15840 5.96484
H -2.63040 -1.42123 3.72882
H 1.40271 -1.41906 -0.24993
H 1.82690 -0.52808 3.45269
H -2.79918 2.70465 2.03613
H 0.91264 -1.18629 -7.74491
H 2.69471 1.24728 -3.84976
H 0.32898 -3.23885 0.97121
H -1.93364 -2.67259 4.77690
H 1.82168 1.44408 3.09391
H 3.23232 2.01241 -6.12854
H -2.40508 0.91066 3.62264
H -2.58487 -1.21959 -0.53559
H -0.91809 0.32349 0.72634
H 1.19752 -2.68172 2.79204
H 0.45228 0.89081 -0.24735
H 1.39977 3.15882 1.45717
H 0.87700 4.58810 -0.10811
H -2.08903 -1.63597 -2.19129
H 0.51807 -3.05154 4.37948
H -1.78139 0.03498 5.41985
H 0.02698 3.41236 -1.11959

=====

Which of them is the most stable? Correct choice: *one*.